# C34H41BrCeN6O3SSi

A structure of composition C34H41BrCeN6O3SSi at a distorted geometry (ωB97M-V with the def2-TZVPD basis set, the OMol25 dataset).

Output
Energy above the lowest of the compared OMol25 structures with the same formula, charge and spin (kcal/mol): 0.0
LUMO (alpha / beta) (eV): -7.883 / -7.884
Kohn-Sham gap (alpha / beta) (Eh): 0.1985 / 0.1985
Energy (eV): -152677.996
Net charge: +2

Geometry (Å):
1 Ce -0.86532 0.09920 -0.28354
2 C -3.72466 -0.46648 1.07391
3 N -3.56908 -0.05472 -0.34058
4 C -4.46013 1.10847 -0.57881
5 C -3.96892 2.12512 -1.59925
6 C -2.66962 2.83160 -1.19354
7 N -1.48008 2.07552 -1.59386
8 C -0.82962 2.53666 -2.61450
9 C 0.38009 2.04780 -3.20464
10 C 0.80699 2.68227 -4.39275
11 C 1.96126 2.32475 -5.03363
12 C 2.74321 1.29295 -4.49759
13 C 2.37218 0.66629 -3.33391
14 C 1.19798 1.02444 -2.63869
15 O 0.92207 0.44217 -1.50463
16 C -3.99032 -1.22727 -1.14684
17 C -3.78655 -1.15548 -2.65594
18 C -2.35337 -0.83320 -3.09708
19 N -1.35093 -1.33274 -2.15670
20 C -0.42429 -2.09415 -2.63207
21 C 0.69187 -2.68130 -1.94193
22 C 1.48113 -3.56639 -2.70087
23 C 2.57688 -4.20248 -2.17575
24 C 2.93275 -3.94523 -0.85049
25 C 2.18422 -3.08535 -0.08143
26 C 1.04049 -2.43656 -0.58081
27 O 0.35044 -1.65491 0.21797
28 H -4.74791 -0.79809 1.27693
29 H -3.49457 0.36659 1.73399
30 H -3.04221 -1.28802 1.29739
31 H -4.58172 1.63796 0.36759
32 H -5.45244 0.75193 -0.87331
33 H -4.75221 2.87906 -1.69142
34 H -3.83662 1.67322 -2.58335
35 H -2.64694 2.96309 -0.10588
36 H -2.65662 3.81934 -1.65957
37 H -1.22734 3.42917 -3.10670
38 H 0.18881 3.47022 -4.80838
39 H 2.26687 2.83375 -5.93633
40 H 3.64985 0.99393 -5.00720
41 H 2.96967 -0.12609 -2.89903
42 H -5.05142 -1.42726 -0.95898
43 H -3.42442 -2.08286 -0.78157
44 H -4.46852 -0.43798 -3.11500
45 H -4.05940 -2.14190 -3.03476
46 H -2.22264 0.24854 -3.16550
47 H -2.18994 -1.24480 -4.09568
48 H -0.45972 -2.35398 -3.69345
49 H 1.19710 -3.75449 -3.72990
50 H 3.15248 -4.89049 -2.77805
51 H 3.80235 -4.42984 -0.42635
52 H 2.45479 -2.88338 0.94853
53 C 4.82259 3.18022 4.06657
54 Si 3.70185 1.78856 3.49023
55 C 4.70274 0.34679 2.80923
56 C 2.49913 1.32624 4.87424
57 C 2.62695 2.46830 2.05282
58 C 2.80812 3.75813 1.55109
59 C 1.99266 4.24548 0.54408
60 C 0.98890 3.43213 0.04162
61 N 0.78709 2.19539 0.48444
62 C 1.59387 1.75680 1.44831
63 S 1.17273 0.12804 2.06218
64 H 5.43694 2.83184 4.89846
65 H 4.25465 4.04237 4.42139
66 H 5.50396 3.51922 3.28403
67 H 5.30195 -0.10865 3.59915
68 H 5.38886 0.68900 2.03303
69 H 4.07278 -0.43452 2.37658
70 H 2.99148 1.38244 5.84573
71 H 2.10122 0.31522 4.77129
72 H 1.65377 2.01795 4.89846
73 H 3.58831 4.38365 1.96588
74 H 2.12356 5.24543 0.15496
75 H 0.33129 3.77823 -0.74227
76 O -1.16175 1.04473 1.74378
77 N -0.43244 0.14195 2.25542
78 Br -1.78466 -4.16250 -0.03076
79 C -1.69371 -3.92711 1.85731
80 C -1.77164 -5.04431 2.67285
81 C -1.72469 -4.83584 4.04074
82 C -1.60164 -3.53959 4.51924
83 C -1.54192 -2.50014 3.60871
84 N -1.58960 -2.68299 2.28481
85 H -1.87274 -6.02939 2.24209
86 H -1.78489 -5.67470 4.72072
87 H -1.55871 -3.33472 5.57957
88 H -1.46294 -1.47223 3.93795

Forces on the atoms, in the same order (eV/Å):
1.053 -0.383 -2.163
0.000 0.065 0.070
0.119 0.060 0.059
0.034 0.245 -0.197
0.117 -0.119 0.148
-0.371 -0.199 -0.047
0.342 0.096 -0.315
-0.034 -0.081 0.097
0.334 -0.326 0.117
-0.177 0.069 0.024
0.135 -0.064 -0.051
-0.124 0.196 -0.159
-0.218 -0.241 0.527
0.355 0.615 -1.088
-1.222 -0.472 0.535
0.095 -0.158 -0.360
0.147 0.122 0.183
-0.396 0.102 0.021
0.424 -0.028 -0.230
0.023 -0.221 0.076
0.174 0.211 0.363
-0.095 0.037 -0.087
0.079 -0.049 0.044
-0.015 -0.078 -0.205
-0.361 0.381 0.337
0.671 -0.916 -0.877
-0.887 0.642 -0.537
0.019 -0.042 -0.034
-0.049 0.009 -0.003
-0.034 -0.089 0.042
-0.012 -0.053 0.029
0.010 -0.075 0.072
-0.005 -0.003 -0.046
-0.063 0.072 -0.053
0.005 0.112 -0.027
0.141 0.036 0.108
-0.058 -0.014 0.033
-0.001 0.011 0.030
-0.012 -0.031 -0.016
0.017 -0.023 0.043
0.049 0.026 -0.041
0.028 0.014 0.116
-0.052 -0.017 0.111
-0.019 -0.042 -0.053
-0.071 0.018 -0.017
-0.029 -0.011 -0.075
0.117 0.050 0.010
-0.172 -0.037 0.026
0.007 0.019 -0.003
0.014 0.015 0.003
-0.008 0.017 0.036
0.004 -0.075 0.002
-0.212 -0.170 -0.221
0.359 0.154 0.438
-0.273 0.198 0.111
0.119 -0.048 -0.309
0.006 -0.414 0.077
-0.012 0.079 -0.055
0.068 -0.017 0.100
0.003 -0.027 -0.060
-0.020 -0.098 0.027
-0.077 0.263 0.045
0.285 0.813 0.401
-0.016 -0.043 0.009
-0.021 -0.013 0.018
0.007 -0.019 -0.012
-0.029 -0.015 0.030
-0.020 0.036 -0.018
0.040 -0.047 0.014
0.068 -0.010 -0.016
0.017 -0.027 0.055
0.023 0.032 0.011
-0.004 0.023 -0.031
-0.006 -0.001 -0.015
-0.016 0.030 0.022
0.036 0.024 1.396
-0.222 0.196 1.217
-0.073 -0.192 0.118
-0.067 0.223 0.091
0.013 -0.030 -0.082
0.035 0.007 -0.050
0.017 0.063 0.054
-0.042 -0.148 -0.023
-0.006 -0.204 -0.006
0.012 -0.016 0.033
0.000 -0.004 0.001
-0.017 -0.007 0.000
-0.002 0.017 0.051

=====

# C34H41ClGe2N3O2Re

A structure of composition C34H41ClGe2N3O2Re at a distorted geometry (ωB97M-V with the def2-TZVPD basis set, the OMol25 dataset).

Output
Energy above the lowest of the compared OMol25 structures with the same formula, charge and spin (kcal/mol): 17.8
LUMO (alpha / beta) (eV): -10.461 / -10.127
Multiplicity: 2
Kohn-Sham gap (alpha / beta) (Eh): 0.1839 / 0.1960
Energy (eV): -172147.125
Net charge: +3

Geometry (Å):
1 Re 0.64299 -1.55803 -0.21216
2 Cl 0.50721 0.50552 -7.16714
3 C 0.20822 0.07297 -5.53792
4 C -1.10705 -0.11944 -5.08337
5 C -1.33721 -0.42332 -3.76507
6 C -0.30330 -0.54231 -2.81486
7 O -0.63623 -0.70071 -1.54918
8 C 1.05270 -0.50896 -3.31221
9 C 2.22301 -0.90397 -2.60063
10 N 2.28785 -1.32917 -1.36240
11 C 3.48195 -1.85566 -0.81282
12 C 4.75440 -1.81012 -1.35176
13 C 5.83097 -2.42350 -0.69376
14 C 5.65780 -3.07291 0.50119
15 C 4.38586 -3.10786 1.11379
16 C 4.14210 -3.68026 2.38158
17 C 2.86161 -3.66393 2.88575
18 C 1.83280 -3.09598 2.13329
19 N 2.02477 -2.52270 0.95035
20 C 3.29565 -2.50305 0.44136
21 C 1.25756 -0.16009 -4.66602
22 H -1.92922 -0.02419 -5.77653
23 H -2.34340 -0.61227 -3.42298
24 H 3.13652 -0.89987 -3.18628
25 H 4.95616 -1.30848 -2.28485
26 H 6.80985 -2.38020 -1.14559
27 H 6.48253 -3.55386 1.00209
28 H 4.96060 -4.11329 2.93772
29 H 2.63829 -4.06983 3.86010
30 H 0.81670 -3.10770 2.50926
31 H 2.26801 -0.09694 -5.04381
32 C 2.60221 1.55675 3.39466
33 C 2.26187 0.32714 2.56518
34 Ge 1.30906 0.72388 0.81831
35 C 2.45304 1.70449 -0.56571
36 C 2.85781 3.10733 -0.15356
37 C -0.17866 1.93607 1.22701
38 C -1.45515 2.08529 0.85206
39 Ge -2.51768 0.72070 -0.25464
40 C -3.33660 -0.75029 0.92251
41 C -4.48505 -0.25264 1.79132
42 C -3.45048 1.30953 -1.98414
43 C -4.38335 2.50278 -1.85390
44 C -2.27127 3.20591 1.31955
45 C -1.68679 4.38310 1.82061
46 C -2.47048 5.38515 2.35323
47 C -3.85527 5.25570 2.39446
48 C -4.45522 4.11763 1.86237
49 C -3.67038 3.11708 1.32844
50 H 3.15540 1.24550 4.27910
51 H 1.70622 2.07015 3.73095
52 H 3.22542 2.25809 2.84759
53 H 1.61789 -0.33486 3.14724
54 H 3.17599 -0.21793 2.32238
55 H 1.87337 1.73808 -1.49059
56 H 3.34528 1.10281 -0.73816
57 H 1.99304 3.73284 0.04706
58 H 3.41800 3.56736 -0.96673
59 H 3.50036 3.09963 0.72181
60 H 0.20773 2.68069 1.92123
61 H -2.53188 -1.12273 1.55716
62 H -3.67915 -1.54494 0.25685
63 H -4.16187 0.53257 2.47319
64 H -4.84762 -1.07926 2.40172
65 H -5.32329 0.10681 1.19546
66 H -4.00518 0.43796 -2.33795
67 H -2.66168 1.53943 -2.70044
68 H -5.23046 2.30674 -1.20023
69 H -4.77461 2.73044 -2.84564
70 H -3.85750 3.38477 -1.49655
71 H -0.61746 4.52277 1.78779
72 H -2.00417 6.27733 2.74186
73 H -4.46163 6.03652 2.82768
74 H -5.53086 4.02500 1.87151
75 H -4.14417 2.22839 0.92125
76 C -0.76281 -4.53698 -0.75906
77 C -1.46155 -3.69919 0.26944
78 N -2.55080 -4.22140 0.80849
79 O -1.05259 -2.57125 0.62494
80 H -0.29407 -5.39653 -0.27730
81 H 0.01022 -3.96719 -1.28085
82 H -1.46760 -4.91595 -1.49803
83 H -2.87033 -5.13953 0.53792
84 H -3.06498 -3.74163 1.53402

Forces on the atoms, in the same order (eV/Å):
-0.894 1.064 -0.689
-0.018 -0.005 0.072
0.268 -0.176 0.374
0.495 0.075 -0.147
0.244 -0.157 0.735
0.329 0.345 -2.115
0.233 -0.559 1.962
-0.474 -0.040 0.522
-0.421 0.233 -0.518
-1.121 -0.559 0.185
1.119 -0.375 0.716
-0.675 0.096 0.112
0.090 -0.253 0.311
-0.031 0.189 -0.137
-0.327 0.292 -0.258
-0.342 0.126 -0.204
0.078 0.043 -0.023
-0.019 -0.218 0.498
-0.146 -0.240 0.330
0.750 0.025 -0.629
-0.359 0.072 -0.506
-0.069 -0.018 -0.068
-0.054 0.099 -0.005
0.069 0.071 0.051
-0.010 0.076 -0.117
0.065 -0.003 -0.040
0.171 -0.014 0.021
0.051 -0.070 0.070
-0.037 -0.081 0.023
0.008 0.086 -0.033
0.080 -0.002 -0.031
-0.065 0.085 -0.132
-0.301 -0.207 -0.649
0.699 1.038 0.461
-0.398 -0.722 0.352
-0.073 0.023 0.111
0.025 -0.697 -0.308
0.311 -1.089 -0.579
-0.834 0.821 0.430
0.683 0.442 -0.700
-0.061 0.316 -0.059
0.576 -0.577 0.706
0.005 0.226 0.184
-0.649 0.684 0.183
-0.134 -0.375 -0.194
-0.224 0.037 0.062
0.063 -0.291 -0.163
-0.109 0.363 0.137
0.713 -0.133 -0.061
0.014 0.027 0.065
-0.062 0.119 0.063
0.051 0.110 -0.004
-0.017 -0.084 -0.085
-0.021 -0.102 -0.097
-0.039 -0.088 -0.006
0.003 -0.156 -0.031
-0.076 0.139 0.054
0.012 0.068 -0.009
0.040 0.063 0.097
-0.036 0.056 0.032
-0.055 0.095 -0.168
0.122 0.007 -0.051
-0.074 0.025 0.006
-0.031 -0.039 -0.013
-0.053 0.050 0.068
0.133 -0.064 0.035
0.058 -0.067 0.093
-0.028 0.017 0.020
-0.029 -0.017 -0.001
-0.048 0.073 0.042
0.101 0.013 -0.036
0.043 0.077 0.020
-0.046 0.050 -0.002
-0.073 -0.037 -0.003
-0.202 -0.092 0.014
0.123 0.060 -0.073
-0.709 -1.134 -0.227
0.153 0.220 0.049
1.476 0.584 -0.111
0.028 0.000 0.025
-0.060 -0.075 0.008
-0.026 0.005 -0.007
-0.013 0.016 -0.008
0.065 0.017 -0.006